Below is a 2-piece molecular cluster, C2H3NO3 overall in a non-equilibrium geometry, with properties calculated with wB97M-V/def2-TZVPD.

```
9
Properties=species:S:1:pos:R:3:forces:R:3
O -1.077 -1.756 0.305 -0.23 0.67 -1.88
H -1.957 -0.366 -1.072 1.02 -1.67 0.68
O -0.189 0.166 -0.535 1.58 -2.17 0.44
N 0.879 -0.393 0.245 4.83 3.75 -1.88
C -1.058 -0.817 -0.473 -5.22 1.30 -0.11
C 0.959 2.417 0.258 1.26 0.07 -1.43
H 0.497 -1.195 0.601 -0.52 -2.65 1.29
H 1.652 -0.613 -0.465 -1.56 0.38 1.37
O 0.294 2.556 1.136 -1.15 0.33 1.54
```
Forces are in eV/Å.

Total charge = 0
HOMO energy = -10.547 eV
Energy above the lowest of the compared OMol25 structures with the same formula, charge and spin = 369.56 kJ/mol
LUMO energy = 0.804 eV
Multiplicity = 1
Energy = -358.388917 hartree



Below is an isolated ion of composition C8H14NO2S and charge +1 in a non-equilibrium geometry, with properties calculated with wB97M-V/def2-TZVPD.

```
26
Properties=species:S:1:pos:R:3:forces:R:3
H -0.288 -2.910 2.459 0.21 1.06 -1.70
H -1.110 1.275 1.428 -0.16 -0.09 0.22
N -0.839 -0.372 0.231 -0.09 3.28 0.42
C -0.011 2.109 -0.432 -1.16 -3.67 -1.13
C -0.089 -2.195 1.568 0.66 -0.85 1.86
C 0.716 -1.994 -0.574 0.54 -1.64 0.84
S 1.716 1.742 0.137 -0.57 -0.02 0.14
H 2.251 -1.565 -1.935 0.12 -0.02 0.13
H -0.985 3.542 0.894 0.84 0.22 -1.14
H -0.026 1.792 -1.555 -0.38 0.93 2.23
H 0.094 4.201 -0.472 -0.20 0.29 0.32
C 1.937 -2.118 -1.057 -0.18 0.26 -0.51
C -0.412 -1.122 -1.008 -2.67 -1.74 -0.02
C -0.647 3.455 -0.188 0.18 -0.06 1.70
C -1.282 -1.295 1.287 1.11 -1.20 -1.56
H -1.373 -1.847 -1.073 2.15 1.55 -0.62
H 0.843 -1.636 1.769 -0.84 0.73 1.09
H 0.618 0.090 -2.081 -1.05 -0.79 -0.37
H 2.191 2.976 0.042 0.11 0.45 -0.03
H 2.596 -2.861 -0.617 -0.06 0.22 -0.14
H -2.217 -1.765 1.008 0.09 -0.49 -0.36
C -0.766 0.920 0.467 1.36 -0.19 -2.33
H -1.461 -0.792 2.150 -0.59 1.91 2.46
O 0.354 -2.891 0.454 -0.49 -0.38 -1.90
O -0.267 -0.370 -2.145 1.31 0.50 0.92
H -1.543 3.631 -0.759 -0.23 -0.25 -0.53
```
Forces are in eV/Å.

Structure (SMILES) = C=C1OCC/[N+](=C/[C@@H](C)S)[C@H]1O
Total charge = +1
HOMO energy = -13.435 eV
Energy above the lowest of the compared OMol25 structures with the same formula, charge and spin = 281.08 kJ/mol
LUMO energy = -4.442 eV
Multiplicity = 1
Energy = -916.304343 hartree



Below is C20H18N2O5S2Ti as an isolated structure in a non-equilibrium geometry, with properties calculated with wB97M-V/def2-TZVPD.

```
48
Properties=species:S:1:pos:R:3:forces:R:3
C -4.171 -2.234 -1.119 1.03 1.20 0.00
C -2.409 1.158 1.810 -0.25 -0.55 -0.27
C -1.807 -2.311 -2.514 -1.09 0.51 0.16
C 4.573 1.954 1.254 0.70 -1.13 0.61
H -0.788 4.431 0.521 0.14 0.18 -0.11
H 4.964 4.023 0.964 0.71 0.38 -0.13
H 2.707 -2.279 -0.049 -0.44 -0.54 0.43
H 2.357 -3.942 0.660 0.26 0.23 -0.29
H -2.785 -3.772 -3.778 0.18 -0.06 -0.26
C 2.184 -2.860 0.738 0.77 -0.46 -0.44
O 1.641 -1.778 -2.820 -0.10 0.87 0.53
H -5.044 -2.182 -0.485 -0.13 -0.08 -0.11
H 0.358 4.760 -0.796 -0.16 -0.19 -0.29
H -5.005 -3.560 -2.627 0.88 0.36 0.48
C 3.625 0.968 1.244 -1.15 -1.69 0.33
H -0.845 -2.393 -2.994 0.30 0.23 0.01
O 0.215 -1.822 -0.161 1.00 -2.55 1.83
N -1.932 -1.356 -1.545 -0.69 -1.12 0.29
H -1.705 1.797 2.314 -0.02 0.16 0.28
S -4.652 -0.028 1.104 1.93 0.41 0.51
C 2.282 1.226 0.850 -0.31 0.57 -0.13
H 0.910 4.933 0.826 -0.10 0.11 0.42
C 0.255 4.346 0.205 -0.91 -0.20 0.03
C 1.035 0.031 -2.038 -3.06 -0.07 0.18
C -2.026 0.336 0.704 -2.37 -1.08 -0.12
O 1.330 0.324 0.741 1.19 -0.59 0.47
C 4.248 3.240 0.920 -0.31 1.36 -0.67
C -2.888 -3.094 -2.953 0.12 0.74 1.08
C -3.134 -0.377 0.258 0.07 0.45 0.47
C 0.732 -2.655 0.648 -2.32 2.23 -0.67
H 0.324 -3.967 2.143 -0.74 0.65 -0.60
H 5.612 1.734 1.525 -0.49 -0.08 0.02
C -3.710 1.010 2.164 -0.96 0.10 0.01
C 2.981 3.557 0.521 -0.22 -0.12 0.51
H 3.797 -0.065 1.583 0.35 0.55 -0.36
Ti -0.272 0.034 -0.413 2.08 0.83 -0.98
C 1.981 2.585 0.577 -0.25 -0.80 -0.75
S -0.174 1.060 -2.622 0.96 -0.53 -0.23
H 2.717 4.543 0.170 0.26 0.12 0.16
N -0.101 -3.291 1.490 1.27 -1.01 0.54
C -4.109 -3.008 -2.259 -0.07 -0.38 -0.30
O 2.167 -0.383 -2.350 2.04 -0.66 -1.26
C -3.076 -1.350 -0.812 -0.51 -0.98 -1.36
H -1.102 -3.123 1.516 0.41 0.10 -0.20
O -0.213 2.003 -0.068 0.48 2.96 0.86
H -4.230 1.470 2.993 0.05 0.13 -0.07
C 0.627 2.897 0.234 -0.43 -0.84 -0.69
H 2.559 -2.589 1.724 -0.14 0.26 0.06
```
Forces are in eV/Å.

Total charge = 0
HOMO energy = -6.756 eV
Energy above the lowest of the compared OMol25 structures with the same formula, charge and spin = 469.01 kJ/mol
LUMO energy = -0.267 eV
Multiplicity = 1
Energy = -2904.366886 hartree



Below is C12H24CdF12O12P2 as an isolated structure in a non-equilibrium geometry, with properties calculated with wB97M-V/def2-TZVPD.

```
63
Properties=species:S:1:pos:R:3:forces:R:3
C 2.063 -0.289 -4.027 -0.19 0.63 1.45
F -0.984 2.827 -1.035 0.73 0.35 -0.63
Cd 0.212 0.166 -0.259 0.25 1.34 -1.15
H -0.010 0.776 5.425 -0.23 0.16 -0.08
F 0.484 1.322 -1.926 0.33 -0.62 -1.71
P 0.441 2.922 -1.837 -0.17 2.46 -1.84
C 0.487 -1.882 -3.010 1.19 1.55 0.91
F -1.090 -3.648 3.015 0.32 0.77 0.06
F 0.613 -1.969 2.843 -0.81 -0.50 -0.93
H -1.384 4.279 2.783 0.24 0.02 -0.06
H -4.762 -2.086 -1.085 -0.52 -0.10 -0.16
H 3.660 2.050 -0.656 0.19 0.03 0.12
H 1.686 0.698 5.575 0.22 0.11 -0.37
O 0.266 1.139 1.562 -0.81 2.04 6.51
O 1.037 0.989 3.690 -0.55 0.10 -1.19
H -5.106 -0.903 -2.365 0.26 0.10 0.01
C -4.401 -1.661 -2.023 -1.46 -0.05 1.21
O 0.255 -1.186 -1.996 0.91 -2.45 -3.75
H -0.698 3.510 1.333 -0.15 -0.38 0.06
F 0.341 4.606 -1.718 0.36 -2.79 -0.48
C 3.349 -0.403 0.398 -1.74 3.11 -1.02
O -3.132 -1.149 -1.669 2.10 2.42 -0.03
C -2.930 0.011 -0.998 -0.40 0.46 2.81
H -0.466 -3.679 -1.131 0.11 0.99 -0.22
P -0.708 -2.456 1.960 0.75 -2.70 3.41
H 1.337 0.518 -4.125 0.35 0.11 -0.33
O -0.426 2.572 3.212 -0.93 -0.43 -0.08
H -2.243 2.938 2.148 0.41 -0.58 -0.19
C -4.158 1.670 0.455 1.04 0.55 -1.10
H 4.057 -3.553 0.357 0.21 0.49 -0.27
H -1.782 -3.763 -2.382 0.00 0.71 0.28
C 3.322 -2.757 0.234 -1.38 -0.46 0.42
H 0.915 2.271 5.466 0.09 0.29 -0.94
O 4.314 0.504 0.614 -0.71 1.08 -0.16
H 2.539 -0.176 -3.053 -0.29 -0.04 0.35
F 1.909 2.975 -2.574 -1.06 0.45 0.14
H -0.549 -4.890 -2.307 0.68 0.09 -0.63
H -5.083 2.245 0.427 -0.44 -0.90 -0.26
F -0.302 2.757 -3.339 0.50 1.52 1.74
H -3.444 2.424 0.128 0.46 -0.27 0.10
F -1.974 -2.810 1.110 -0.86 -0.92 -1.57
C -1.233 3.331 2.265 0.05 0.75 0.55
O 1.369 -1.541 -4.101 -2.20 -1.62 2.31
O -0.003 -3.097 -3.182 1.17 0.59 -1.00
H 3.342 2.326 1.073 -0.61 -0.54 -0.13
O 2.171 -0.191 0.012 5.41 -0.91 0.99
O 3.901 -1.508 0.608 1.31 -3.03 0.36
H -3.936 1.364 1.478 0.00 -0.51 -0.29
F 1.241 2.726 -0.450 -0.22 1.06 0.62
H 2.496 -2.997 0.904 -0.03 0.14 0.11
F 0.225 -3.603 1.233 -0.19 1.47 -0.79
C 4.047 1.910 0.354 -0.86 0.30 0.53
O -4.160 0.574 -0.534 1.89 -0.71 -0.53
C 0.900 1.257 5.067 -0.49 -1.02 1.80
H 2.885 -2.708 -0.764 0.38 0.04 -0.13
C -0.712 -3.820 -2.184 -1.03 -1.11 0.55
H 2.927 -0.225 -4.690 -0.69 -0.50 -0.67
F -0.424 -1.274 0.908 -0.04 -2.64 0.90
F -1.601 -1.443 2.768 -0.51 1.26 1.12
H -4.363 -2.470 -2.752 0.79 0.31 -0.04
H 4.898 2.550 0.590 0.66 -0.86 -0.54
O -1.809 0.440 -0.620 -5.97 -1.29 -2.00
C 0.188 1.489 2.802 2.19 0.11 -4.13
```
Forces are in eV/Å.

Total charge = 0
HOMO energy = -11.465 eV
Energy above the lowest of the compared OMol25 structures with the same formula, charge and spin = 443.55 kJ/mol
LUMO energy = 0.449 eV
Multiplicity = 1
Energy = -3423.718989 hartree



For the records above, the corresponding Kohn-Sham gap values read 11.352 8.993 6.489 11.913 eV.